No. 1
Entry from OMol25: a molecular structure, C23H21ClN2O3PdTe (ωB97M-V with the def2-TZVPD basis set).

Structure (XYZ):
```
52
Properties=species:S:1:pos:R:3:forces:R:3:lowdin_charge:R:1
C -0.201 2.908 1.932 0.00 -0.05 -0.01 -0.3472
H 0.022 5.700 -0.014 0.00 0.00 0.00 0.1125
C -3.425 -3.534 1.671 0.02 0.02 -0.01 -0.2473
C 3.927 1.010 -3.598 -0.01 0.01 -0.01 -0.0329
H -4.813 -5.163 1.517 0.00 0.00 0.00 0.0853
Cl 0.971 -1.270 2.051 0.00 0.04 -0.01 -0.0039
H -1.003 -2.831 -1.935 0.02 0.02 0.02 0.0773
O 3.426 -2.180 -1.835 0.02 0.01 -0.02 0.0732
Te -1.019 0.093 -0.468 0.06 0.07 -0.08 1.2798
C -2.493 -3.792 0.669 0.02 0.00 0.04 -0.0100
C -1.106 5.585 1.788 0.00 0.03 -0.02 -0.0904
C 4.659 0.570 -4.678 0.00 0.00 0.00 -0.0912
H 4.757 -2.735 -3.896 0.00 0.00 0.00 0.1189
C 4.532 -1.679 -3.828 -0.01 -0.01 0.00 -0.0117
C 1.030 3.339 -0.225 0.01 -0.01 0.00 -0.0585
C -0.701 -3.141 -0.933 -0.04 -0.04 -0.03 -0.0956
H -2.332 -4.814 0.346 0.00 -0.01 0.00 0.1220
C 3.481 0.125 -2.609 -0.01 -0.03 0.03 -0.0826
H 3.677 2.056 -3.490 0.00 0.00 0.00 0.1068
H -3.547 -5.404 2.713 0.00 0.00 0.00 0.0862
H -4.882 -4.300 3.057 0.00 0.00 0.00 0.0750
H -4.287 -2.021 2.913 0.00 0.00 0.00 0.1160
Pd 1.199 0.636 0.816 -0.14 0.05 0.13 0.7119
C -1.964 -1.459 0.525 0.08 -0.01 -0.03 -0.5574
O 0.173 1.664 2.119 0.02 -0.03 0.09 -0.2781
C 2.681 0.642 -1.484 -0.06 -0.03 -0.04 -0.4095
H 5.531 -1.149 -5.632 0.00 0.00 0.00 0.1046
C -1.053 3.454 2.918 -0.01 -0.03 0.02 -0.0117
H 1.271 4.060 -1.002 0.03 0.00 0.01 0.1401
C -2.866 -1.175 1.562 -0.03 0.06 0.04 -0.3114
H -2.072 0.567 2.515 -0.04 -0.01 0.00 0.0572
N 2.295 1.883 -1.487 0.00 0.07 0.02 0.0900
H -3.371 0.923 1.389 -0.01 0.00 0.00 0.0661
N 1.531 2.163 -0.368 0.00 -0.07 -0.05 -0.1694
H -1.338 2.806 3.736 0.00 0.00 0.00 0.1198
C 0.184 3.746 0.856 -0.03 0.08 -0.03 -0.1501
C -3.031 0.205 2.136 0.06 -0.01 0.01 -0.0861
C -3.588 -2.227 2.110 -0.01 -0.01 0.01 -0.0079
O 2.375 -0.205 -0.523 0.08 -0.07 -0.09 -0.2541
C -0.286 5.077 0.818 0.01 0.00 -0.02 -0.0472
C -1.487 4.752 2.850 -0.01 -0.02 0.02 -0.0690
H -3.750 0.191 2.954 0.00 0.00 0.01 0.0795
H -1.453 6.607 1.738 0.00 0.00 0.00 0.1017
C 4.957 -0.787 -4.788 0.00 0.00 0.00 -0.0781
C -4.213 -4.659 2.277 -0.01 -0.01 0.00 -0.0428
H 2.976 -1.737 -1.091 -0.03 -0.02 -0.01 0.0741
H 4.996 1.270 -5.430 0.00 0.00 0.00 0.0990
H 0.254 -2.664 -0.712 0.00 0.00 0.02 0.0397
C 3.794 -1.240 -2.727 0.02 0.00 0.03 -0.2554
H -2.133 5.136 3.629 0.00 0.00 0.00 0.1079
H -0.549 -4.219 -0.947 0.00 0.00 0.00 0.0805
C -1.739 -2.782 0.095 0.00 -0.02 -0.02 -0.3257
```
Forces are in eV/Å.

Summary:
DFT total energy in a.u.: -2080.38026
HOMO-LUMO gap in eV: 5.76
Spin multiplicity: 1
Highest occupied orbital energy in hartree: -0.3013
LUMO energy in eV: -2.44
Strongest force on any atom in eV/A: 0.2

***

No. 2
Entry from OMol25: a single C23H21ClN4O molecule (ωB97M-V with the def2-TZVPD basis set).

Structure (XYZ):
```
50
Properties=species:S:1:pos:R:3:forces:R:3:lowdin_charge:R:1
C -3.146 3.990 0.005 1.72 1.22 -1.07 -0.1250
H 6.017 -3.366 -1.101 0.09 0.04 -0.62 0.0818
N 4.038 -2.137 -1.692 1.84 -1.50 0.62 0.1152
H 5.875 -4.543 -2.524 -0.43 0.65 0.66 0.1052
C -2.741 -0.421 1.078 -2.51 0.89 -1.84 -0.0765
C 3.504 -3.271 -1.328 -1.90 -1.23 0.15 -0.3526
H 1.301 0.043 3.161 0.19 -0.53 -0.05 0.0459
C 3.280 -1.106 -1.767 -3.63 2.69 -0.65 -0.0978
H -3.574 0.053 0.578 -0.17 -0.13 -0.53 0.1219
C -1.816 0.467 1.507 2.38 -1.84 2.59 -0.2606
H -4.401 2.475 0.887 0.11 0.05 -0.21 0.1179
H 0.619 2.787 -3.975 -0.34 -0.08 0.70 0.1052
C 0.400 0.623 3.127 -3.36 1.45 -0.59 -0.0217
C -2.767 -1.775 1.215 1.98 0.40 1.94 -0.7169
C -2.606 2.695 1.980 -0.19 0.20 0.51 -0.1534
C -2.126 3.187 -0.758 1.55 0.03 -0.54 -0.1834
N -0.585 1.573 -0.974 -0.08 -0.80 1.93 0.1149
C 1.011 0.069 -1.830 2.40 1.34 -0.94 -0.1917
H -2.027 3.527 2.307 1.03 0.70 0.34 0.1159
C -0.554 2.420 -2.056 2.63 -2.53 -1.99 -0.3367
C -0.764 -1.510 2.510 -0.13 0.46 -0.16 -0.0586
C 1.373 1.062 -2.912 -3.63 0.61 1.32 0.0097
H -2.679 4.975 0.268 -0.58 -0.67 -0.12 0.1399
H 0.090 -2.383 -0.883 0.81 -0.20 -0.51 0.1133
O 4.253 -4.405 -1.161 0.17 -0.04 -0.08 -0.0808
C -0.837 -0.105 2.358 2.82 -0.26 1.10 -0.1509
C -1.558 2.170 -0.154 0.76 -2.96 1.61 -0.1833
C 5.652 -4.336 -1.448 -0.21 1.55 -1.26 -0.0720
H -4.396 3.956 1.809 0.98 -0.45 -0.56 0.1373
H 0.036 0.873 4.209 0.80 -0.27 -2.01 0.1050
H -1.799 -3.406 2.057 0.60 -0.65 0.43 0.0951
C -1.747 -2.342 2.008 -1.03 0.16 -1.50 -0.0844
H 1.830 -4.489 -0.655 0.22 1.83 -0.77 0.1324
H -2.958 2.227 2.903 0.16 -0.46 -0.33 0.1397
H -3.808 4.116 -0.783 -2.20 1.08 -0.97 0.0913
C 2.102 -3.448 -1.062 -0.99 -0.41 0.92 0.0189
H 2.206 0.812 -3.552 -0.18 0.20 -0.23 0.0934
C -3.726 3.283 1.196 -1.83 0.10 0.07 -0.1807
N -1.829 1.796 1.151 0.57 0.23 0.87 -0.0097
Cl -4.009 -2.645 0.495 -0.90 -0.97 -0.42 0.7367
H -0.072 -0.299 -0.042 0.03 0.21 0.19 0.1072
H 3.775 -0.104 -1.909 -0.63 -1.10 -0.10 0.1334
C 1.825 -1.146 -1.666 0.27 -1.45 1.10 -0.1500
H 6.244 -5.030 -0.932 -0.03 -1.49 1.19 0.0602
C 0.473 2.138 -3.100 1.59 -1.47 0.81 0.0478
H 0.582 1.549 2.522 0.06 -0.48 0.96 0.0711
C 0.163 0.374 -0.847 -1.53 1.55 -0.66 0.0345
N -1.437 3.304 -1.972 -2.86 4.26 -0.68 0.1497
C 1.154 -2.359 -1.183 4.31 -0.02 -0.84 0.0293
H 0.160 -1.922 2.934 -0.70 0.07 0.21 0.1169
```
Forces are in eV/Å.

Summary:
DFT total energy in a.u.: -1643.39999
HOMO-LUMO gap in eV: 7.94
Spin multiplicity: 1
Highest occupied orbital energy in hartree: -0.2728
LUMO energy in eV: 0.52
SMILES string: COc1ccc(-c2ccc3nc4c(n3c2)N(c2cc(Cl)ccc2C)CCC4)cn1
Strongest force on any atom in eV/A: 5.2

***

No. 3
Entry from OMol25: a molecular structure, C23H21FeI2N5O3S6 (ωB97M-V with the def2-TZVPD basis set).

Structure (XYZ):
```
61
Properties=species:S:1:pos:R:3:forces:R:3:lowdin_charge:R:1
H 2.005 -4.237 0.603 -0.01 -0.01 -0.02 0.0887
I -1.362 -2.167 6.501 0.02 0.00 0.00 0.8239
C -1.620 4.859 -1.192 -0.04 -0.04 0.09 -0.0209
C 0.103 3.620 -2.309 -0.19 0.05 -0.02 -0.3022
C 1.900 -0.024 1.180 0.16 0.11 0.02 -0.1159
H 0.168 -4.700 -2.621 -0.01 0.01 0.01 0.0843
S -4.180 1.701 0.818 0.27 0.38 -0.01 -0.2244
S -0.965 0.442 -3.341 0.14 0.13 0.11 1.0032
H 1.907 -5.201 -0.886 0.01 0.01 0.01 0.0827
C 3.522 -0.918 2.698 0.03 -0.05 0.08 -0.0639
C 2.640 -1.837 4.874 0.10 -0.07 0.09 -0.6891
C -0.351 4.078 -3.535 0.00 0.06 0.05 -0.0828
C -2.098 5.309 -2.422 -0.04 0.06 -0.02 -0.3264
S -1.157 2.119 1.999 0.34 0.37 -0.04 -0.0306
C -0.353 -2.951 0.237 0.16 -0.16 -0.15 -0.1237
H -3.821 6.046 -1.664 -0.03 -0.03 0.01 0.0783
H -2.739 -1.436 -0.863 0.01 0.03 0.01 0.0434
H 0.688 -5.399 0.391 0.01 0.00 -0.03 0.0867
O -1.173 -0.995 3.531 -0.07 0.10 -0.12 -0.1722
O 1.590 1.952 -3.593 0.04 0.00 0.06 -0.3846
N 0.916 -0.359 1.978 -0.26 -0.07 -0.04 0.0612
C 2.479 -1.251 3.594 -0.11 0.05 -0.04 -0.2238
H -3.756 6.061 -3.321 -0.02 -0.04 0.00 0.0707
C -1.442 4.934 -3.592 -0.03 0.00 0.01 -0.0520
C -2.072 -0.839 -1.466 -0.01 0.07 0.03 -0.3342
H -2.938 -1.046 -3.459 0.00 0.03 0.05 0.0478
C 1.382 -2.524 -1.439 -0.02 0.02 0.06 -0.0174
H 1.628 0.500 0.264 0.09 -0.13 0.10 0.0713
H 1.700 -2.502 6.665 -0.03 -0.02 0.00 0.0634
C 1.323 -4.677 -0.126 0.00 0.03 0.03 -0.0468
C -0.365 0.598 -1.672 0.07 -0.37 -0.13 -0.6860
H 4.546 -1.137 2.975 0.00 -0.01 0.01 0.0496
N -0.982 -2.441 1.049 -0.02 -0.24 -0.12 0.2126
H 0.793 -1.729 -1.896 0.03 -0.04 -0.02 0.0713
I 4.541 -2.380 5.590 -0.04 0.03 -0.02 0.7920
C -0.443 -4.204 -1.863 -0.05 0.01 0.03 -0.0405
N -3.224 6.157 -2.469 0.12 0.03 0.00 0.0721
H 2.035 -2.073 -0.691 0.00 0.01 -0.02 0.0791
C 1.555 -2.075 5.681 -0.05 0.09 -0.13 -0.2657
H -1.041 -3.431 -2.343 0.00 0.02 0.00 0.0744
N -1.059 -0.153 -0.830 -0.17 0.01 0.08 -0.0202
C 1.165 -0.948 3.167 0.07 -0.05 0.12 -0.1384
S -3.074 2.840 2.181 -0.41 -0.16 -0.11 -0.2021
H -0.207 3.607 -0.179 -0.08 0.00 -0.02 0.0603
C 0.480 -3.588 -0.805 -0.07 -0.01 0.12 -0.5716
O 2.495 2.932 -1.511 0.12 -0.03 -0.05 -0.3332
H 1.999 -3.000 -2.205 0.00 0.01 -0.01 0.0915
S -3.768 -0.236 1.339 -0.03 -0.35 0.24 -0.0708
C 3.239 -0.306 1.511 -0.01 -0.02 0.01 -0.0452
C -0.024 -1.232 3.978 0.30 -0.07 0.09 -0.4636
H 0.141 3.739 -4.438 -0.03 -0.02 0.02 0.1030
N 0.731 1.266 -1.303 -0.21 0.03 -0.11 -0.1604
H -1.115 -4.938 -1.414 0.02 -0.01 -0.02 0.0876
H 4.029 -0.028 0.826 -0.03 0.04 -0.01 0.1048
Fe -1.320 -0.184 1.537 -0.21 0.18 0.13 0.2210
C -2.191 -0.644 -2.793 0.06 -0.03 -0.08 -0.4382
S 1.366 2.385 -2.221 0.01 0.10 -0.11 0.5293
C -0.532 4.011 -1.132 0.12 0.00 -0.08 -0.0533
C 0.262 -1.768 5.254 -0.05 -0.04 -0.12 -0.6573
H -2.141 5.120 -0.276 0.01 -0.03 -0.02 0.1051
H -1.816 5.280 -4.551 0.02 0.00 0.02 0.0979
```
Forces are in eV/Å.

Summary:
Charge: -2
DFT total energy in a.u.: -5636.99689
<S²>: 6.017
HOMO-LUMO gap (spin up / spin down) in eV: 4.60 / 4.66
Spin multiplicity: 5
Highest occupied orbital energy (spin up / spin down) in hartree: -0.0426 / -0.0449
LUMO energy (spin up / spin down) in eV: 3.44 / 3.44
Strongest force on any atom in eV/A: 0.5

***

No. 4
Entry from OMol25: a molecular structure, C23H21IN7O3SSe4W (ωB97M-V with the def2-TZVPD basis set).

Structure (XYZ):
```
61
Properties=species:S:1:pos:R:3:forces:R:3:lowdin_charge:R:1
C -2.686 -1.945 2.967 0.69 1.00 0.32 -0.0021
H -1.604 -1.411 -1.947 0.09 -0.03 -0.01 0.0938
C -1.519 2.797 0.856 0.69 -0.81 -0.38 -0.6066
C -1.128 -1.805 1.147 -0.03 1.68 1.72 -0.2535
I 6.432 1.431 0.215 -0.12 0.12 -0.24 0.8463
N -1.815 0.432 -1.029 -1.09 0.37 0.05 0.1594
N 1.092 0.716 -1.645 0.98 -0.96 -1.26 -0.0369
S 0.105 2.315 0.792 0.39 0.70 0.21 0.7100
C -1.976 -0.406 -2.057 -0.14 0.17 -0.11 -0.1036
O -1.056 -3.357 -0.642 0.08 0.54 0.43 0.1224
C 1.686 -0.252 -3.786 -0.16 -0.14 0.29 0.0222
H -3.475 -2.447 3.500 -0.15 -0.03 0.05 0.1187
H -1.768 4.182 3.724 0.00 0.00 -0.06 0.1054
Se 2.103 0.932 2.784 -0.25 -0.98 0.15 0.1632
O 0.819 -2.694 -2.583 0.00 0.35 0.24 0.1520
C -2.424 1.612 -1.146 0.30 -0.75 -0.81 -0.2609
C -3.051 2.060 -2.305 0.12 -0.01 0.09 0.0045
C -3.644 3.142 0.332 -0.27 0.40 0.40 -0.0152
C -2.638 -0.086 -3.230 -0.02 0.19 -0.01 -0.0206
H 5.149 3.191 -1.364 0.04 -0.02 0.03 0.0598
C -1.323 4.405 2.753 0.32 0.26 0.51 -0.0130
C 4.774 2.303 -0.862 0.40 -0.21 0.03 -0.5476
H 1.806 -1.160 -4.353 -0.02 -0.10 -0.07 0.1310
C 3.724 2.624 0.150 -1.66 -1.20 -0.08 -0.6899
W 1.310 -0.162 0.517 2.50 1.96 -0.14 0.8610
N 0.392 -1.514 -0.607 -1.64 -2.31 -0.65 -0.1771
H -4.569 3.009 -0.190 -0.15 -0.04 -0.07 0.1319
H -2.435 -0.337 4.399 -0.06 0.09 0.08 0.1147
H -0.649 0.760 3.186 0.10 -0.25 -0.22 0.0577
H -3.965 4.585 1.958 -0.07 0.09 0.07 0.1340
H 3.331 3.808 1.742 0.05 -0.06 -0.20 0.1171
C -2.097 -0.768 3.471 -0.88 -1.12 -0.18 -0.0268
H 2.306 1.108 -5.324 0.07 0.03 -0.13 0.1177
H -2.746 -0.833 -3.998 0.02 -0.07 -0.13 0.1180
C 1.323 1.925 -2.196 -0.17 -0.12 0.86 -0.1408
H 4.858 4.102 0.983 -0.10 -0.10 0.01 0.1091
N 3.958 3.644 0.966 0.23 0.73 0.55 0.1854
C 1.258 -0.359 -2.472 -0.13 1.00 -0.11 -0.2499
Se 1.694 -2.638 1.911 0.56 0.95 -0.06 0.3319
H 1.175 2.782 -1.548 0.02 -0.20 0.01 0.0746
C 1.750 2.110 -3.494 0.02 -0.51 -0.42 -0.0285
Se 2.392 -1.244 3.530 0.35 -0.23 1.01 0.0899
C 1.957 0.997 -4.310 -0.12 0.31 0.46 -0.0150
C -3.345 3.913 1.399 -0.65 -0.03 -0.45 -0.0223
H -0.280 4.097 2.760 -0.09 -0.05 -0.07 0.0612
C 0.842 -1.689 -1.921 0.00 -0.13 0.03 -0.4946
C -3.148 1.192 -3.377 0.08 -0.22 0.16 -0.0340
N -0.510 -0.644 1.636 -3.18 -2.21 0.79 -0.1401
N -2.027 3.705 1.713 -0.11 -0.59 -0.51 -0.1112
C -2.196 -2.435 1.778 0.32 0.08 -0.47 0.0189
H -1.379 5.479 2.570 0.02 -0.05 0.01 0.1064
H -3.633 1.493 -4.290 -0.08 0.09 -0.12 0.1166
Se 3.463 -0.781 -0.203 -0.89 -0.65 0.17 0.3040
H 4.436 1.553 -1.573 -0.04 0.12 0.15 0.0155
H -3.443 3.062 -2.364 -0.07 0.12 0.03 0.1183
C -1.080 -0.159 2.792 1.55 0.30 -1.31 -0.1692
N -2.500 2.450 -0.012 -0.06 0.49 0.89 0.0105
H -2.600 -3.313 1.295 0.04 -0.06 0.03 0.1332
O 2.658 1.971 0.233 1.54 1.85 -0.29 -0.4311
C -0.604 -2.367 -0.105 0.88 0.17 -1.26 -0.5392
H 1.935 3.108 -3.857 -0.05 0.10 0.00 0.1134
```
Forces are in eV/Å.

Summary:
Charge: +1
DFT total energy in a.u.: -11866.64083
<S²>: 2.047
HOMO-LUMO gap (spin up / spin down) in eV: 5.79 / 5.57
Spin multiplicity: 3
Highest occupied orbital energy (spin up / spin down) in hartree: -0.3449 / -0.3605
LUMO energy (spin up / spin down) in eV: -3.60 / -4.24
Strongest force on any atom in eV/A: 4.0